# 1
The following is a DFT calculation (the ωB97M-V functional and the def2-TZVPD basis) of a molecular structure, C29H35N4O2PtS2 in a non-equilibrium geometry.

The geometry in XYZ format:
```
73
Properties=species:S:1:pos:R:3:forces:R:3
Pt -0.743573 -0.350502 -0.289390 -1.7 -1.0 -0.2
C -3.619100 -3.641936 -0.194228 0.0 0.1 0.1
C -2.637921 -2.618748 0.326247 -0.1 -0.4 0.0
N -1.566742 -2.356519 -0.341672 0.8 -0.4 -0.1
N -1.272995 -3.143675 -1.446502 -0.1 -0.1 0.0
C -0.689404 -2.542350 -2.413597 -0.1 0.2 -0.2
S -0.398041 -0.843268 -2.632494 -0.1 0.4 1.2
S -0.039424 -3.624342 -3.690194 -0.1 0.1 -0.1
C 0.847738 -4.774816 -2.577291 0.0 0.3 0.0
C 2.012821 -4.095406 -1.905262 0.0 0.0 0.0
C 3.236569 -3.970052 -2.560283 0.0 0.0 0.0
C 4.297307 -3.308809 -1.958560 0.0 0.0 0.0
C 4.143871 -2.753362 -0.692013 0.0 0.0 0.0
C 2.923525 -2.856662 -0.039410 0.0 0.0 0.0
C 1.864478 -3.526822 -0.641983 0.1 0.0 0.0
C -2.910411 -1.956470 1.612442 0.0 0.1 0.0
C -4.158469 -2.143427 2.226723 0.1 0.0 0.0
C -4.465553 -1.618382 3.467192 0.1 0.1 0.1
C -3.490817 -0.882184 4.146558 -0.1 -0.1 -0.1
C -2.261520 -0.661633 3.566775 0.2 0.0 -0.1
C -1.928323 -1.160120 2.281435 -0.1 -0.1 0.0
O -0.740781 -0.918114 1.790345 -0.3 1.0 -0.4
H -3.227713 -4.102300 -1.094532 0.0 0.0 0.0
H -4.574412 -3.165455 -0.431519 0.0 0.0 0.0
H -3.799000 -4.413460 0.557880 -0.1 0.1 0.0
H 1.164717 -5.602537 -3.212798 0.0 0.0 0.0
H 0.112445 -5.116281 -1.854785 0.1 -0.1 0.0
H 3.348768 -4.382733 -3.558500 0.0 0.0 0.0
H 5.244756 -3.220834 -2.478826 0.0 0.0 0.0
H 4.973253 -2.237448 -0.222426 0.0 0.0 0.0
H 2.778119 -2.409875 0.937294 0.0 0.0 -0.1
H 0.911761 -3.589789 -0.129267 0.0 0.0 0.0
H -4.922051 -2.713113 1.712267 0.0 0.0 0.0
H -5.445907 -1.775987 3.900933 0.0 0.0 0.0
H -3.708155 -0.472720 5.127415 0.0 0.0 0.0
H -1.494576 -0.084080 4.073968 -0.1 -0.1 0.0
C 1.055965 3.779931 1.276913 0.0 0.0 0.0
N 0.102420 3.403609 2.304381 0.0 0.0 0.0
C 0.785792 3.188780 3.566093 -0.1 0.0 -0.1
C -0.642556 2.193643 1.922659 0.0 0.2 -0.2
C -1.591039 2.407971 0.755078 -0.1 0.1 0.1
C -2.323870 3.597867 0.708747 0.0 -0.1 -0.1
C -3.215637 3.852542 -0.324974 0.1 0.0 0.0
C -3.398704 2.893227 -1.314339 0.0 -0.1 0.1
C -2.688708 1.698710 -1.261375 -0.2 0.1 0.0
C -1.769737 1.429031 -0.240513 1.3 0.1 0.0
H 1.532981 4.727287 1.543721 0.0 0.0 0.0
H 0.536297 3.905947 0.327104 0.0 0.0 0.0
H 1.839555 3.014284 1.140449 0.0 0.0 0.0
H 1.306677 4.101698 3.867750 0.0 0.0 0.0
H 1.523486 2.367580 3.511289 0.0 0.0 0.0
H 0.056978 2.935135 4.339627 0.0 0.0 0.0
H -1.229150 1.894327 2.795356 0.0 0.0 0.0
H 0.036415 1.367383 1.693498 0.1 -0.1 0.0
H -2.168651 4.332940 1.491326 0.0 0.0 0.0
H -3.759662 4.790784 -0.358517 0.0 0.0 0.0
H -4.091489 3.075858 -2.131127 0.0 0.0 0.0
H -2.852475 0.956495 -2.034997 0.1 0.0 0.0
C 3.346445 3.117773 -2.388892 -0.1 -0.2 0.0
N 2.329710 2.271362 -1.781139 0.0 0.2 -0.1
C 0.947335 2.525936 -2.174524 0.2 -0.1 0.0
C 2.638814 1.249554 -0.933085 0.0 -0.1 0.2
C 4.115627 0.957780 -0.739261 0.0 0.0 0.0
O 1.804593 0.574790 -0.349913 0.6 0.3 -0.2
H 2.842526 3.945431 -2.884102 0.0 0.0 0.0
H 3.942112 2.587284 -3.139309 0.0 0.0 0.0
H 4.020733 3.541147 -1.644299 0.0 0.0 0.0
H 0.633056 3.526748 -1.869275 0.0 0.0 0.0
H 0.298521 1.801432 -1.696479 0.0 -0.1 0.1
H 0.845482 2.429404 -3.259037 0.0 0.0 0.0
H 4.709443 1.853111 -0.549111 0.0 -0.1 0.0
H 4.509059 0.462176 -1.632076 0.0 0.1 0.0
H 4.206427 0.275270 0.100430 0.0 0.0 0.0
```
Forces are in eV/Å.

Calculated values
Net charge: -1
E_tot, a.u.: -2411.28690
ΔE to the lowest compared entry with this formula, charge and spin, kJ/mol: 249.8
Kohn-Sham gap, eV: 6.270


# 2
The following is a DFT calculation (the ωB97M-V functional and the def2-TZVPD basis) of C13H10N2S2 in the gas phase in a non-equilibrium geometry.

The geometry in XYZ format:
```
27
Properties=species:S:1:pos:R:3:forces:R:3
S 0.683249 -1.770567 2.794627 0.6 1.4 -0.8
C 1.525299 -0.929171 1.344592 4.0 3.6 -1.7
C 2.860013 -0.026247 1.662279 -3.0 -1.7 -3.4
C 3.596776 0.692244 0.367243 1.6 1.5 -1.0
N 4.815651 1.582987 0.478154 -4.1 -2.6 -3.6
S 5.206908 2.100938 -1.168626 -3.1 -2.5 1.4
N 4.002081 1.350510 -2.244504 -1.5 -1.9 6.9
C 3.144462 0.589979 -1.235057 -0.4 -0.2 0.8
C 1.773725 -0.330415 -1.501881 -0.1 -0.7 3.7
C 0.988326 -1.053784 -0.234097 2.4 1.3 -0.6
C -0.406834 -1.957406 -0.410739 -0.3 1.8 -0.8
C -1.644220 -0.849753 -0.249916 -2.3 2.4 -0.1
C -1.628111 0.370412 -1.388659 -3.0 0.7 2.2
C -2.737477 1.598155 -1.393210 0.1 -3.6 3.4
C -3.873782 1.583224 -0.211280 2.8 -2.8 -0.5
C -3.914659 0.345225 0.902826 2.4 0.5 -2.6
C -2.803236 -0.903820 0.908289 0.3 3.5 -3.3
H 0.626957 -0.769844 3.795633 0.3 -0.8 -1.5
H 3.224991 0.070741 2.782531 -0.6 -0.1 -2.8
H 1.329553 -0.469397 -2.594102 1.1 0.3 2.7
H -0.474145 -2.831293 0.368130 0.2 1.9 -1.5
H -0.517385 -2.375297 -1.521922 0.5 0.8 2.5
H -0.816393 0.410187 -2.257520 -1.9 -0.3 2.3
H -2.697164 2.461027 -2.198380 -0.1 -2.1 1.9
H -4.654209 2.483793 -0.209265 1.8 -2.4 0.2
H -4.770804 0.415864 1.714293 2.1 -0.3 -1.8
H -2.839574 -1.788294 1.700561 0.1 2.2 -1.9
```
Forces are in eV/Å.

Calculated values
E_tot, a.u.: -1406.60342
SMILES string: Sc1cc2nsnc2cc1Cc1ccccc1
Kohn-Sham gap, eV: 6.672


# 3
The following is a DFT calculation (the ωB97M-V functional and the def2-TZVPD basis) of C2H6P2S in the gas phase in a non-equilibrium geometry.

The geometry in XYZ format:
```
11
Properties=species:S:1:pos:R:3:forces:R:3
P 2.418117 -0.205584 -0.131237 -1.1 1.7 -0.5
C 0.623395 0.665763 -0.210960 1.2 -0.3 1.3
S -0.135328 1.840490 1.007282 0.8 -1.2 -0.1
C -0.470795 0.044265 0.573054 -1.0 2.7 -1.5
P -2.184841 -0.183210 -0.226811 2.0 -0.5 -1.5
H 3.254254 0.938847 0.134583 -0.5 -0.3 0.3
H 2.644106 0.074020 -1.516131 -0.1 -0.4 0.2
H 0.392704 1.032610 -1.158358 -0.3 0.3 -1.6
H 0.006963 -0.575516 1.251655 -0.2 -1.6 1.6
H -2.998825 0.789376 0.268791 -0.1 1.3 0.6
H -2.657900 -1.005524 0.714091 -0.6 -1.6 1.2
```
Forces are in eV/Å.

Calculated values
E_tot, a.u.: -1160.59642
SMILES string: P[C@@H]1S[C@H]1P
ΔE to the lowest compared entry with this formula, charge and spin, kJ/mol: 151.8
Kohn-Sham gap, eV: 9.519